(1)
Here is 7 unconnected molecules or ions with the total composition C33H49F3N3O18P in a non-equilibrium geometry from the OMol25 dataset. Energies are from ωB97M-V/def2-TZVPD.

Last column: Mulliken charge in e.
Atoms and positions in Å:
H -1.03 -9.19 1.60  0.2250
H 2.16 -2.26 -6.25  0.4453
H 1.06 -1.76 -3.51  0.1457
C 2.58 8.40 4.89  -0.3122
C -2.25 -1.21 -4.30  0.9756
H 0.02 -0.51 -0.17  0.2607
O -4.03 -2.98 2.71  -0.2619
C -1.58 -2.03 -5.42  0.3774
H 4.33 10.60 5.56  0.3837
O -3.07 -10.27 0.16  -0.3286
H 0.68 0.02 -5.93  0.3276
H 1.66 0.38 -4.53  -0.0103
H -2.82 -1.64 0.09  0.3807
C 2.91 3.89 -2.67  0.5482
H -1.41 -2.08 1.07  0.3484
C 2.97 9.06 6.19  0.5082
H 3.84 -3.56 -4.73  0.4137
O 0.21 7.27 7.04  -0.5281
H 2.07 3.90 3.55  0.3291
O 1.69 7.37 5.34  -0.3042
O -4.57 -10.46 1.82  -0.5308
C 1.75 4.76 -2.25  -1.4740
H -6.08 -3.18 2.57  0.3050
C -0.18 -2.61 -5.08  -0.1268
C -1.78 0.04 0.92  0.7598
H 3.75 8.50 6.70  0.2463
H -1.09 0.54 -1.08  0.0860
H 1.30 4.38 -1.34  0.2884
H 3.45 10.97 7.05  0.3643
C 0.76 -0.16 -4.86  -1.3454
O -0.03 1.44 0.47  -0.2780
H -2.72 -8.52 -0.87  0.3037
H 2.03 9.07 4.22  0.3029
H -2.94 -4.16 -4.52  0.1202
N -1.35 -0.61 -7.58  -0.5616
H -1.32 -9.61 -0.77  0.3198
C 3.30 1.94 -3.73  0.5585
H -2.16 -6.57 0.52  0.3088
F -1.53 -1.21 -3.18  -0.1126
H 3.02 -1.35 -4.96  0.2890
C -0.33 -3.67 -4.07  -0.2105
C 3.45 4.15 -4.05  -0.5681
C -1.81 -8.61 1.10  0.5908
H -0.10 0.30 -4.38  0.3422
C 1.12 7.80 6.50  0.6064
H 2.09 5.78 -2.08  0.3963
H 5.10 4.90 4.76  0.3510
C -5.32 -3.03 3.34  -0.6444
H -7.08 -4.31 5.25  0.3810
O 1.75 8.92 6.95  -0.3686
C 2.95 3.36 3.22  -1.4007
C 4.46 6.35 2.04  0.7323
P -2.72 -3.53 -5.76  0.5556
C 4.40 5.29 4.03  -0.2177
O -1.11 0.43 2.14  -0.3538
H -2.89 -1.56 1.86  0.4379
H 0.97 4.77 -3.02  0.3842
O -2.58 -4.59 2.10  -0.4445
C -6.46 -4.93 4.60  -1.4809
O 4.59 7.21 1.24  -0.5664
C 0.94 -1.64 -4.58  0.9669
N -0.58 -4.45 -3.25  -0.6209
C -3.65 -9.90 1.32  0.6381
O 2.50 2.51 -2.80  -0.1929
F -2.45 0.06 -4.68  -0.2974
C 4.09 4.30 2.93  0.5449
H 4.98 3.74 2.64  0.2135
H 0.17 -3.11 -5.97  0.9589
H 2.67 2.82 2.32  0.3006
H 2.62 11.08 5.51  0.3607
C 3.37 10.51 6.07  -1.4705
H -2.63 0.71 0.78  0.2152
C -2.18 -9.22 -0.23  -0.4963
H -7.03 -5.16 3.69  0.3591
H -4.19 -2.23 -6.65  0.2774
F -3.47 -1.67 -3.97  -0.2954
H -4.64 -3.95 5.18  0.2529
H 2.25 -4.27 -5.00  0.2801
C 2.77 -3.42 -4.55  -1.2631
H -6.25 -5.87 5.10  0.3675
H -5.52 -2.10 3.88  0.3616
O 4.00 2.87 -4.41  -0.3436
H 2.60 -3.47 -3.48  0.3230
N -4.07 -3.22 -6.49  -0.8544
H 3.23 2.64 3.98  0.3752
H 2.67 4.40 -4.78  0.3092
C -5.17 -4.22 4.26  0.4907
O -4.30 -5.06 3.48  -0.3402
O 3.38 0.76 -3.92  -0.6222
C -1.42 -7.16 1.06  -1.4218
H -1.91 -4.38 -6.55  0.1008
H 3.70 3.93 -1.92  0.2794
O 3.77 5.20 1.84  -0.3242
C -2.25 -1.39 0.98  -1.4999
C -0.70 0.30 -0.09  -0.2672
C -3.54 -4.25 2.71  0.5452
H 3.51 5.66 4.53  0.0980
O 4.99 6.38 3.29  -0.3782
C 2.28 -2.11 -5.18  -0.7109
O -3.04 -8.80 1.84  -0.3245
C -1.57 -1.34 -6.70  -0.3407
O 0.38 2.08 2.58  -0.5349
H 3.43 7.98 4.36  0.1580
C -0.20 1.38 1.81  0.5108
H 4.21 4.93 -4.07  0.3128
H -1.36 -6.74 2.06  0.3154
H -0.45 -7.03 0.57  0.4138

## Properties
Energy: -3446.4291 Ha
Molecular weight: 863.726 g/mol
SMILES: CC[C@@H](C)[C@@H](C#N)[C@@](C#N)([PH2]=N)C(F)(F)F.C[C@@H]1COC(=O)O1.C[C@@H]1COC(=O)O1.C[C@@H]1COC(=O)O1.C[C@@H]1COC(=O)O1.C[C@@H]1COC(=O)O1.C[C@@H]1COC(=O)O1
HOMO energy: -9.26 eV
HOMO-LUMO gap: 0.3515 Ha



(2)
Here is 2 unconnected molecules or ions with the total composition CHO2S2 in a non-equilibrium geometry from the OMol25 dataset. Energies are from ωB97M-V/def2-TZVPD.

Last column: Mulliken charge in e.
Atoms and positions in Å:
O -0.23 -2.34 1.53  -0.3609
S 0.20 -2.06 -1.15  -0.4021
O -0.04 0.16 0.49  -0.4917
C 0.03 -2.08 0.42  0.6455
S -0.64 0.95 1.90  -0.6883
H -0.80 0.03 -0.08  0.2975

## Properties
Energy: -985.5764 Ha
Energy above the lowest of the compared OMol25 structures with the same formula, charge and spin: 1.665 eV
Molecular weight: 109.151 g/mol
Charge: -1
HOMO energy: -2.31 eV
HOMO-LUMO gap: 0.1994 Ha



(3)
Here is a gas-phase ion, C6H13BrN (charge +1) in a non-equilibrium geometry from the OMol25 dataset. Energies are from ωB97M-V/def2-TZVPD.

Last column: Mulliken charge in e.
Atoms and positions in Å:
H -2.44 -0.09 0.52  0.4188
H -2.02 1.56 0.24  0.4897
C 0.12 0.66 0.95  -1.0255
C -2.05 0.61 -0.18  -1.1071
Br 2.40 0.24 0.58  0.3474
N -0.59 0.30 -0.30  0.1347
H -0.46 -1.76 0.42  0.3421
C 3.86 -1.74 2.09  -0.4234
H -1.18 -1.67 -1.24  0.3301
H 2.83 -2.10 2.56  0.1725
H 0.20 0.70 -2.34  0.3099
C -0.02 1.20 -1.33  -0.6819
C 3.75 -0.91 1.05  -0.1311
H -0.71 2.12 -1.45  0.3143
H 0.45 -1.43 -0.98  0.4808
H 0.22 1.69 1.31  0.3962
H 0.91 1.53 -1.05  0.3687
H 4.76 -2.08 2.50  0.2899
C -0.44 -1.17 -0.54  -0.9085
H -2.46 0.41 -1.27  0.3938
H -0.10 0.02 1.82  0.4887

## Properties
Energy: -2864.6852 Ha
Energy above the lowest of the compared OMol25 structures with the same formula, charge and spin: 5.652 eV
Molecular weight: 179.081 g/mol
Charge: +1
HOMO energy (spin up / spin down): -12.33 / -12.37 eV
HOMO-LUMO gap (spin up / spin down): 0.2906 / 0.3038 Ha



(4)
Here is a molecular structure, C7H8AlBiCl2O4 in a non-equilibrium geometry from the OMol25 dataset. Energies are from ωB97M-V/def2-TZVPD.

Last column: Mulliken charge in e.
Atoms and positions in Å:
H -2.26 0.76 2.18  0.4182
H -0.87 1.91 2.11  0.3633
C 1.48 1.38 -6.42  0.3247
O 2.22 2.28 -6.48  0.0591
Al -0.96 0.39 -0.60  0.4975
H 0.01 -1.98 1.10  0.3687
Bi -0.11 0.12 -5.53  1.2617
Cl -2.34 1.91 -0.96  -0.1036
O 1.42 -2.47 -3.95  0.0409
C -0.61 0.24 3.53  -0.2664
C 0.29 -1.07 1.66  -0.3956
Cl -0.70 -1.43 -1.83  -0.2469
O 1.86 1.44 -2.03  -0.0934
H 1.33 -0.79 1.43  0.3484
O -0.58 0.07 1.12  -0.1415
C 0.00 -1.11 3.15  -0.3243
C 0.88 1.22 -1.49  0.4273
H 0.92 -1.31 3.70  0.3727
H 0.16 0.90 3.93  0.3898
C -1.17 0.87 2.26  -0.3675
C 1.12 -1.54 -4.57  0.2908
H -1.39 0.13 4.29  0.3743
H -0.70 -1.93 3.37  0.4017

## Properties
Energy: -1948.1089 Ha
Energy above the lowest of the compared OMol25 structures with the same formula, charge and spin: 0.271 eV
Molecular weight: 463.005 g/mol
Charge: +4
HOMO energy (spin up / spin down): -23.77 / -23.76 eV
HOMO-LUMO gap (spin up / spin down): 0.2363 / 0.1383 Ha